Record 1
Here is a structure of composition C28H28I2N3O2Pd from the Open Molecules 2025 dataset. Energies are from wB97M-V/def2-TZVPD.

Each line ends with the Löwdin charge.
Geometry (Å):
Pd: 0.0921 0.4131 0.1036  0.57
I: 2.2562 -4.9511 5.3249  0.75
C: 2.1071 -3.2336 4.1479  -0.78
C: 3.2435 -2.6947 3.5550  -0.27
C: 3.1173 -1.5588 2.7810  -0.65
I: 4.8050 -0.7638 1.8468  0.82
C: 1.8757 -0.8726 2.5369  -0.52
O: 1.7979 0.1857 1.8648  -0.16
C: 0.7331 -1.5177 3.1362  -0.18
C: -0.6363 -0.9925 2.8113  -0.17
N: -1.0159 -1.2962 1.4141  -0.10
C: -0.9358 -2.6991 1.0494  -0.15
C: 0.1535 -3.0233 0.0344  -0.25
C: 0.2990 -4.3243 -0.4466  -0.04
C: 1.3456 -4.6050 -1.3035  -0.08
C: 2.2130 -3.5809 -1.6658  -0.07
C: 1.9711 -2.3165 -1.1616  -0.12
N: 0.9619 -2.0459 -0.3348  0.10
C: 0.8669 -2.6484 3.9255  -0.16
H: 4.2118 -3.1570 3.6902  0.07
H: -0.6469 0.0941 2.9024  0.10
H: -1.3589 -1.4164 3.5211  0.11
H: -1.9201 -0.8985 1.2028  0.07
H: -1.8941 -3.0477 0.6522  0.12
H: -0.7160 -3.3094 1.9305  0.11
H: -0.3959 -5.0977 -0.1380  0.11
H: 1.4939 -5.6112 -1.6773  0.10
H: 3.0559 -3.7600 -2.3199  0.10
H: 2.6072 -1.4743 -1.4144  0.11
H: -0.0211 -3.0862 4.3706  0.09
C: -3.9299 2.1147 -5.3825  -0.07
C: -2.8667 2.2505 -4.3217  -0.29
C: -2.7663 3.3959 -3.5425  -0.04
C: -1.8090 3.5221 -2.5425  -0.23
C: -1.7368 4.8235 -1.7776  -0.06
C: -0.9134 2.4649 -2.2865  -0.13
C: -0.0202 2.5741 -1.1114  -0.27
O: 1.0490 1.9313 -0.9071  -0.16
C: -0.9486 1.3317 -3.1292  -0.22
C: 0.0095 0.2124 -2.9253  -0.07
C: -1.9391 1.2397 -4.1037  -0.02
H: -4.5731 2.9952 -5.4092  0.07
H: -4.5624 1.2424 -5.2012  0.07
H: -3.4894 1.9908 -6.3746  0.07
H: -3.4517 4.2209 -3.7205  0.11
H: -2.4103 5.5566 -2.2243  0.07
H: -0.7262 5.2356 -1.7889  0.08
H: -2.0235 4.7025 -0.7298  0.06
H: -0.2630 3.3879 -0.4215  0.09
H: 1.0438 0.5388 -3.0240  0.09
H: -0.1842 -0.6210 -3.6030  0.08
H: -0.0752 -0.1061 -1.8581  0.02
H: -1.9717 0.3453 -4.7211  0.11
C: -4.4574 3.1635 0.1624  -0.09
C: -4.3775 2.0321 -0.6290  -0.07
C: -3.3874 1.0974 -0.3494  -0.14
N: -2.4975 1.2413 0.6277  0.03
C: -2.5656 2.3491 1.3651  -0.15
C: -3.5251 3.3307 1.1766  -0.09
H: -5.2290 3.9044 -0.0078  0.10
H: -5.0685 1.8625 -1.4444  0.10
H: -3.3017 0.1904 -0.9407  0.11
H: -1.8125 2.4448 2.1397  0.11
H: -3.5382 4.2053 1.8143  0.10

Properties
relative energy (zero: lowest compared OMol25 entry of this formula, charge and spin): 1.524 eV
E_LUMO (spin up / spin down): 2.4 / 2.4 eV
E: -57737.5282 eV
HOMO-LUMO gap (spin up / spin down): 5.50 / 5.54 eV
HOMO level (spin up / spin down): -3.085 / -3.122 eV
net charge: -1
molar mass: 798.779 Da


Record 2
Here is a structure of composition C28H28N2SiV from the Open Molecules 2025 dataset. Energies are from wB97M-V/def2-TZVPD.

Each line ends with the Löwdin charge.
Geometry (Å):
C: 0.5045 2.0129 1.6449  -0.16
C: -0.5401 2.4413 0.7701  -0.13
C: -1.7961 2.1228 1.3739  -0.13
H: -0.3905 2.9519 -0.2014  0.12
C: -1.5394 1.6392 2.6873  -0.16
C: -0.1125 1.5715 2.8698  -0.17
H: 0.4009 1.2446 3.7864  0.13
H: 1.5740 2.0620 1.4301  0.12
H: -2.7977 2.2516 0.9095  0.13
H: -2.3015 1.4012 3.4321  0.12
V: -0.6004 0.1503 1.3235  0.70
C: -0.4399 -1.0489 -0.2764  -0.23
H: -1.2654 -1.3386 0.4943  0.02
H: 0.5477 -1.5153 -0.1935  0.01
H: -0.8412 -1.3831 -1.2876  0.05
Si: 0.4549 0.7761 -2.2418  0.71
C: 2.1005 -0.2088 -2.6247  -0.26
C: 3.0742 0.7222 -3.1453  -0.14
H: 2.8353 1.8081 -3.3012  0.09
C: 4.3158 0.2575 -3.6591  -0.09
H: 5.0861 1.0286 -3.9338  0.11
C: 4.5761 -1.1315 -3.8242  -0.08
H: 5.5245 -1.4736 -4.2852  0.11
C: 3.5762 -2.0651 -3.4499  -0.10
H: 3.7771 -3.1542 -3.4681  0.11
C: 2.3109 -1.5814 -3.0301  -0.11
H: 1.5204 -2.3505 -3.0828  0.10
C: -1.0348 0.8195 -3.4027  -0.32
C: -0.7217 1.4996 -4.6273  -0.11
H: 0.1330 1.1748 -5.2530  0.12
C: -1.4978 2.6235 -4.9292  -0.09
H: -1.1178 3.2770 -5.7137  0.11
C: -2.6910 2.8736 -4.2423  -0.09
H: -3.2250 3.7817 -4.4501  0.10
C: -3.1718 1.9991 -3.2620  -0.09
H: -4.1575 2.1419 -2.7806  0.11
C: -2.3598 0.9064 -2.8776  -0.11
H: -2.6982 0.1605 -2.1399  0.09
H: -0.2769 0.9597 -0.9877  -0.07
H: 0.8473 2.1822 -2.4151  -0.01
C: -3.9076 -1.5820 3.4204  -0.02
C: -3.2053 -2.1710 4.4795  0.00
C: -1.7982 -2.1882 4.4699  0.04
C: -1.1037 -1.6679 3.3658  -0.17
N: -1.8408 -1.0853 2.3921  -0.04
C: -3.2101 -1.0310 2.3566  -0.06
C: 0.3519 -1.5612 3.2608  -0.17
C: 1.2422 -2.0730 4.1978  0.02
C: 2.6240 -1.9922 4.0222  0.00
C: 3.0893 -1.2941 2.8961  -0.01
C: 2.1818 -0.6869 2.0371  -0.06
N: 0.8459 -0.7962 2.2280  -0.04
H: -5.0007 -1.4998 3.4131  0.13
H: -3.7413 -2.6087 5.3230  0.13
H: -1.2191 -2.5614 5.2958  0.11
H: -3.6665 -0.5345 1.4944  0.14
H: 0.7935 -2.5136 5.0795  0.11
H: 3.3037 -2.4545 4.7392  0.13
H: 4.1567 -1.1962 2.7117  0.12
H: 2.5217 -0.0924 1.1814  0.14

Properties
relative energy (zero: lowest compared OMol25 entry of this formula, charge and spin): 2.973 eV
E_LUMO (spin up / spin down): -4.1 / -4.2 eV
E: -66025.2492 eV
HOMO-LUMO gap (spin up / spin down): 6.01 / 5.96 eV
multiplicity: 3
HOMO level (spin up / spin down): -10.110 / -10.194 eV
net charge: +1
molar mass: 471.576 Da


Record 3
Here is an isolated molecule of C28H28N4O3 from the Open Molecules 2025 dataset. Energies are from wB97M-V/def2-TZVPD.

Each line ends with the Löwdin charge.
Geometry (Å):
C: -5.6567 -3.4496 1.0359  -0.10
O: -4.9879 -2.7576 0.0104  -0.09
C: -3.8183 -2.1230 0.3106  -0.28
C: -3.2136 -2.1078 1.5613  -0.01
C: -2.0196 -1.4331 1.7549  0.00
C: -1.4131 -0.7593 0.7047  -0.22
N: -0.2032 -0.0649 0.8551  0.16
C: 0.2552 0.5311 1.9837  -0.44
O: -0.2391 0.4142 3.0834  0.08
C: 1.5197 1.3669 1.7466  -0.19
C: 1.2755 2.4519 0.6733  -0.07
C: -0.1611 2.8623 0.6391  -0.18
C: -0.9175 3.3276 1.6758  -0.04
N: -2.2128 3.5017 1.2726  0.10
C: -2.3250 3.1415 -0.0373  -0.21
C: -3.4272 3.1246 -0.8824  -0.02
C: -3.2318 2.7054 -2.1802  -0.10
C: -1.9683 2.3178 -2.6355  -0.11
C: -0.8725 2.3299 -1.8028  -0.05
C: -1.0415 2.7385 -0.4794  -0.14
N: 2.5827 0.4690 1.3413  0.13
C: 3.8172 0.8611 0.9821  -0.46
O: 4.1906 2.0111 0.8920  0.07
C: 4.7170 -0.3234 0.5788  -0.22
C: 4.6730 -0.3709 -0.9631  -0.07
C: 3.3158 -0.8418 -1.3780  -0.19
C: 2.5231 -0.2041 -2.3178  -0.03
C: 1.2730 -0.7149 -2.6281  -0.09
C: 0.8046 -1.8511 -1.9880  -0.09
C: 1.5817 -2.4762 -1.0274  -0.03
C: 2.8387 -1.9793 -0.7272  -0.18
C: 3.7554 -2.5917 0.2874  -0.15
N: 4.2478 -1.5594 1.1957  -0.03
C: -2.0217 -0.7700 -0.5492  -0.03
C: -3.2062 -1.4428 -0.7440  0.01
H: -5.9467 -2.7792 1.8514  0.09
H: -6.5524 -3.8646 0.5761  0.09
H: -5.0458 -4.2653 1.4365  0.09
H: -3.6586 -2.6183 2.4006  0.10
H: -1.5659 -1.4195 2.7314  0.11
H: 0.2475 0.1875 -0.0137  0.13
H: 1.7721 1.8450 2.7022  0.16
H: 1.9304 3.3004 0.8762  0.12
H: 1.5620 2.0540 -0.3022  0.11
H: -0.6244 3.5407 2.6852  0.13
H: -2.9667 3.8099 1.8620  0.16
H: -4.4022 3.4300 -0.5323  0.11
H: -4.0675 2.6780 -2.8633  0.10
H: -1.8581 2.0039 -3.6637  0.10
H: 0.1017 2.0354 -2.1671  0.10
H: 2.4798 -0.5226 1.5166  0.13
H: 5.7357 -0.0771 0.8986  0.15
H: 4.8966 0.6199 -1.3584  0.13
H: 5.4355 -1.0684 -1.3244  0.13
H: 2.8897 0.6839 -2.8130  0.12
H: 0.6624 -0.2287 -3.3749  0.10
H: -0.1685 -2.2490 -2.2317  0.10
H: 1.2117 -3.3541 -0.5182  0.12
H: 4.5766 -3.1037 -0.2467  0.13
H: 3.2310 -3.3408 0.8879  0.12
H: 4.9453 -1.9486 1.8168  0.12
H: -1.5689 -0.2309 -1.3669  0.09
H: -3.6866 -1.4516 -1.7093  0.12

Properties
relative energy (zero: lowest compared OMol25 entry of this formula, charge and spin): 1.140 eV
E_LUMO: 0.7 eV
E: -41595.0746 eV
HOMO-LUMO gap: 8.42 eV
HOMO level: -7.728 eV
molar mass: 468.557 Da
SMILES: COc1ccc(NC(=O)[C@H](Cc2c[nH]c3ccccc23)NC(=O)[C@@H]2Cc3ccccc3CN2)cc1


Record 4
Here is a structure of composition C28H28NO2P2Zr from the Open Molecules 2025 dataset. Energies are from wB97M-V/def2-TZVPD.

Each line ends with the Löwdin charge.
Geometry (Å):
Zr: -0.1432 -1.5235 -1.5590  1.73
N: -0.0447 -2.9421 -3.4110  -0.05
C: 1.3450 -3.4977 -3.3277  -0.09
C: 2.2953 -2.4061 -2.7640  -0.52
O: 3.3979 -2.2116 -3.1431  0.24
O: 1.6909 -1.7163 -1.7904  -0.24
H: -0.6695 -3.7479 -3.5721  0.14
H: -0.0781 -2.4172 -4.3042  0.14
H: 1.7303 -3.8385 -4.2972  0.16
H: 1.3761 -4.3505 -2.6353  0.14
C: 0.4870 0.4910 -0.2190  -0.47
C: 0.6097 0.9468 1.2352  -0.28
P: 1.4268 -0.6199 2.0312  1.14
C: 0.0085 -1.7609 1.4836  -0.34
C: -1.3521 -1.4736 1.6618  -0.02
C: -2.3180 -2.0847 0.8663  -0.01
C: -1.9575 -3.0483 -0.0824  -0.08
C: -0.6134 -3.4796 -0.1596  -0.18
C: 0.3672 -2.8047 0.6066  -0.16
C: 1.2719 -0.3811 3.8249  -0.41
C: 0.5213 -1.2123 4.6571  -0.10
C: 0.5975 -1.0485 6.0283  -0.05
C: 1.4432 -0.0886 6.5770  -0.03
C: 2.2108 0.7259 5.7520  -0.04
C: 2.1370 0.5735 4.3820  -0.10
P: 0.0616 1.2056 -1.9767  1.12
C: 0.8570 2.8403 -1.9468  -0.37
C: 0.3782 3.9646 -1.2746  -0.07
C: 1.1386 5.1212 -1.2759  -0.03
C: 2.3756 5.1538 -1.9040  -0.01
C: 2.8669 4.0231 -2.5400  -0.03
C: 2.1045 2.8701 -2.5806  -0.10
C: -1.7971 1.1226 -1.7993  -0.34
C: -2.3161 -0.1650 -2.0813  -0.24
C: -3.6684 -0.4465 -1.9104  -0.05
C: -4.5303 0.5576 -1.4853  -0.01
C: -4.0476 1.8432 -1.3004  0.01
C: -2.6938 2.1268 -1.4477  -0.02
H: -0.3186 -0.2911 -0.1592  -0.03
H: 1.4808 0.0470 -0.4467  0.06
H: -0.3394 1.2243 1.6987  0.10
H: 1.3197 1.7675 1.3506  0.10
H: -1.6627 -0.7939 2.4460  0.14
H: -3.3662 -1.8837 1.0497  0.14
H: -2.7363 -3.5964 -0.6119  0.14
H: -0.3679 -4.4223 -0.6567  0.14
H: 1.4032 -3.1595 0.6080  0.14
H: -0.1029 -1.9919 4.2446  0.09
H: 0.0018 -1.6731 6.6774  0.12
H: 1.5353 -0.0025 7.6484  0.12
H: 2.8763 1.4626 6.1772  0.12
H: 2.7667 1.1744 3.7407  0.11
H: -0.5637 3.9500 -0.7511  0.09
H: 0.7668 6.0031 -0.7773  0.13
H: 2.9609 6.0583 -1.8887  0.13
H: 3.8350 4.0373 -3.0129  0.13
H: 2.4749 1.9963 -3.1020  0.11
H: -1.6986 -0.9075 -2.6753  0.05
H: -4.0658 -1.4207 -2.1665  0.13
H: -5.5797 0.3442 -1.3499  0.13
H: -4.7341 2.6376 -1.0509  0.14
H: -2.3548 3.1412 -1.3096  0.11

Properties
E_LUMO: -11.6 eV
E: -54905.0603 eV
HOMO-LUMO gap: 4.51 eV
HOMO level: -16.113 eV
net charge: +3
molar mass: 563.709 Da